(1)
{
  "formula": "C2H3O3S",
  "method": "the ωB97M-V functional and the def2-TZVPD basis",
  "species": ["O", "C", "C", "S", "O", "O", "H", "H", "H"],
  "xyz": [[-2.6094, 0.1036, 0.4300], [-1.4719, 0.4599, 0.1991], [-0.4192, -0.4481, 0.2072], [1.2236, 0.0034, -0.1119], [2.1862, -0.8661, 0.5935], [1.5258, 1.4183, -0.2708], [-1.3984, 1.4298, -0.3804], [-0.5684, -1.6517, 0.7091], [1.5317, -0.4490, -1.3758]],
  "forces_ev_per_a": [[-2.3, -0.1, 1.2], [0.2, 0.0, -2.4], [2.2, -2.8, 1.9], [0.9, -2.0, -1.1], [-1.0, 0.9, 0.4], [-0.7, 0.0, 0.8], [0.8, -0.2, 0.9], [0.6, 4.1, -1.6], [-0.7, 0.1, 0.1]],
  "lowdin_charge": [-0.109, -0.521, -0.312, 0.548, -0.470, -0.432, 0.111, 0.159, 0.026],
  "smiles": "O=CC=[S@H](=O)[O-]",
  "orbital_gap_ev": 8.01,
  "e_tot_ev": -19099.40043,
  "total_charge": -1,
  "e_lumo_ha": 0.1441,
  "relative_energy_ev": 2.852
}


(2)
{
  "formula": "C21H23AlClOP",
  "method": "the ωB97M-V functional and the def2-TZVPD basis",
  "species": ["Al", "Cl", "P", "C", "C", "C", "C", "C", "C", "C", "C", "C", "C", "C", "C", "C", "C", "C", "C", "C", "C", "H", "H", "H", "H", "H", "H", "H", "H", "H", "H", "H", "H", "H", "H", "H", "H", "H", "C", "C", "C", "O", "H", "H", "H", "H", "H", "H"],
  "xyz": [[1.3308, -0.3491, 0.4867], [3.5067, -0.3371, 0.2330], [0.1530, -0.0362, -2.0989], [-0.5883, 1.4770, -2.9487], [-1.7944, 1.4947, -3.6646], [-2.2768, 2.6649, -4.2478], [-1.6033, 3.8913, -4.0684], [-0.4484, 3.9010, -3.2551], [0.0260, 2.7177, -2.6995], [1.6191, -0.2465, -3.1419], [2.3039, -1.4455, -2.9454], [3.5939, -1.6345, -3.4805], [4.1831, -0.5999, -4.2158], [3.4792, 0.5705, -4.4678], [2.1841, 0.7472, -3.9504], [-0.8278, -1.3516, -2.9978], [-1.5050, -2.3068, -2.2270], [-2.2904, -3.2963, -2.8302], [-2.4325, -3.3378, -4.2257], [-1.7578, -2.3819, -5.0069], [-0.9675, -1.4034, -4.3898], [1.8739, -2.2206, -2.3184], [4.1071, -2.5697, -3.3061], [5.2151, -0.7247, -4.5886], [3.9177, 1.3795, -5.0537], [1.6780, 1.6788, -4.1406], [-2.4161, 0.6081, -3.6993], [-3.2062, 2.6589, -4.8241], [-1.9731, 4.8235, -4.5205], [0.0357, 4.8567, -3.0444], [0.8647, 2.7565, -2.0119], [-1.4538, -2.2146, -1.1484], [-2.8362, -4.0163, -2.2249], [-3.1017, -4.0745, -4.6908], [-1.8965, -2.3862, -6.0918], [-0.5061, -0.6427, -5.0136], [-2.8261, 0.9964, -0.2875], [-2.9857, 0.2974, -0.3632], [-1.1534, 0.6988, 3.9364], [-0.0985, -0.0338, 3.1814], [1.0576, -0.7046, 3.8187], [-0.0223, 0.0099, 1.8895], [-0.9742, 0.6273, 5.0304], [-2.1941, 0.3442, 3.7558], [-1.1302, 1.7760, 3.6707], [1.0598, -1.7605, 3.5060], [1.9351, -0.2194, 3.3663], [1.1431, -0.6828, 4.9162]],
  "forces_ev_per_a": [[-0.3, 0.8, -0.9], [-2.4, 0.0, 0.7], [-0.6, 0.1, -3.4], [-0.2, 1.0, 1.7], [-0.2, -0.4, 0.4], [0.3, 0.8, 0.0], [0.4, -0.7, 0.3], [-0.6, 0.2, -0.4], [-0.1, 0.0, 0.2], [1.1, 0.3, 0.7], [1.3, 0.0, -0.2], [-1.0, 0.5, 0.1], [0.5, -0.4, -0.1], [-0.6, 0.1, 0.0], [0.8, -0.2, 0.2], [-0.9, -1.0, 1.6], [-0.1, 0.1, -0.4], [-0.1, 0.1, -0.4], [0.2, 0.4, 0.3], [-0.2, -0.1, 0.6], [0.1, 0.2, -0.4], [0.0, -0.1, -0.1], [0.1, 0.0, 0.0], [-0.7, 0.1, 0.2], [-0.1, -0.3, 0.1], [-0.1, 0.0, 0.0], [0.1, 0.0, -0.2], [0.3, -0.2, 0.3], [0.2, -0.6, 0.3], [0.0, -0.4, 0.0], [0.2, 0.1, -0.2], [-0.1, -0.3, 0.1], [0.2, 0.2, 0.0], [0.5, 0.3, 0.2], [0.2, 0.1, 0.4], [0.1, -0.2, 0.1], [0.2, 0.9, 0.1], [-0.2, -0.9, -0.1], [-0.3, 0.0, 0.6], [0.8, 0.4, -1.1], [0.2, -0.3, 0.5], [0.5, -0.1, 0.0], [0.0, -0.1, -0.8], [0.7, 0.1, -0.3], [0.0, -0.5, -0.2], [0.0, 0.2, 0.0], [0.1, -0.2, 0.3], [-0.3, 0.2, -0.5]],
  "lowdin_charge": [0.521, 0.308, 1.100, -0.340, -0.082, -0.040, -0.023, -0.053, -0.132, -0.423, -0.139, -0.046, -0.047, -0.039, -0.053, -0.370, -0.112, -0.057, -0.038, -0.035, -0.087, 0.100, 0.115, 0.130, 0.123, 0.095, 0.108, 0.123, 0.126, 0.119, 0.105, 0.079, 0.114, 0.125, 0.124, 0.120, 0.031, 0.027, 0.047, -0.300, 0.020, -0.084, 0.116, 0.135, 0.133, 0.127, 0.102, 0.123],
  "orbital_gap_ev": 5.43,
  "e_tot_ev": -52590.21216,
  "total_charge": 2,
  "e_lumo_ha": -0.3293
}


(3)
{
  "formula": "C19H33F8N2O13S3",
  "method": "the ωB97M-V functional and the def2-TZVPD basis",
  "species": ["N", "O", "O", "O", "O", "S", "O", "O", "C", "C", "C", "H", "H", "H", "H", "H", "H", "H", "H", "O", "S", "O", "O", "C", "C", "C", "H", "H", "H", "H", "H", "H", "H", "H", "O", "S", "O", "O", "C", "C", "C", "H", "H", "H", "H", "H", "H", "H", "H", "N", "C", "C", "C", "C", "C", "H", "H", "H", "H", "H", "C", "C", "C", "F", "F", "F", "F", "O", "C", "C", "F", "F", "F", "F", "H", "H", "H", "H"],
  "xyz": [[0.6261, 0.4233, -2.1022], [1.7945, 0.0632, -1.8126], [-0.2375, 0.6795, -1.2045], [0.2821, 0.5508, -3.3023], [4.3471, -5.0707, -3.4010], [4.8348, -3.7617, -3.0698], [4.3320, -2.5841, -3.7223], [4.6575, -3.5731, -1.4669], [4.5677, -2.2289, -0.9657], [4.5006, -2.3417, 0.5430], [6.6230, -3.8532, -3.1229], [3.6850, -1.6923, -1.3238], [5.3964, -1.6118, -1.3315], [3.5122, -2.7567, 0.7513], [4.4441, -1.3588, 1.0149], [5.3428, -2.8917, 0.9555], [6.9857, -2.9893, -2.5733], [6.9364, -3.9290, -4.1587], [6.8332, -4.7762, -2.5881], [-4.5840, 0.4557, -2.9161], [-4.8059, 1.4159, -1.8668], [-5.3638, 2.7222, -2.1712], [-5.7316, 0.7479, -0.7148], [-7.1294, 0.7166, -0.9972], [-7.6740, -0.7006, -0.9582], [-3.2992, 1.6325, -0.9017], [-7.3495, 1.2020, -1.9485], [-7.6615, 1.3042, -0.2468], [-8.7622, -0.6967, -1.0259], [-7.4999, -1.1108, 0.0423], [-7.1755, -1.3587, -1.6654], [-2.8157, 0.6577, -0.9844], [-3.5425, 1.7601, 0.1498], [-2.7028, 2.4169, -1.3530], [-1.7815, -4.1885, -1.4445], [-1.8984, -2.9498, -0.7062], [-2.7014, -1.8903, -1.1950], [-2.4835, -3.3143, 0.7630], [-1.9192, -4.4483, 1.4054], [-2.7656, -4.7190, 2.6537], [-0.2573, -2.2857, -0.3530], [-0.8988, -4.2232, 1.7310], [-1.8943, -5.3401, 0.7803], [-3.6040, -5.3881, 2.4519], [-3.1129, -3.7390, 2.9796], [-2.2439, -5.2327, 3.4623], [0.2349, -2.9378, 0.3748], [-0.3757, -1.3567, 0.1969], [0.3009, -2.2829, -1.2823], [-1.5996, 4.7601, -2.6778], [-1.5826, 6.0692, -2.9086], [-0.4428, 6.8561, -2.9520], [0.7655, 6.3266, -2.5560], [0.7484, 5.0146, -2.0953], [-0.4014, 4.2572, -2.2828], [-2.5176, 6.5203, -3.2333], [-0.5173, 7.9266, -3.1058], [1.6498, 6.9475, -2.4997], [1.6380, 4.4764, -1.7945], [-0.5124, 3.2060, -2.0312], [1.3051, 0.9427, 3.7172], [1.2264, 1.2464, 2.1876], [-0.1461, 1.8305, 1.8245], [-1.1232, 0.9253, 2.1217], [-0.3552, 2.9778, 2.5454], [2.1828, 2.1468, 1.8500], [1.4782, 0.1106, 1.5007], [2.5790, 0.4305, 4.0497], [3.5667, 1.3079, 4.5017], [3.6717, 1.2350, 6.0387], [4.6236, 2.1107, 6.4389], [2.4725, 1.5173, 6.5960], [4.7111, 0.8257, 3.9885], [3.3465, 2.5670, 4.1201], [0.5688, 0.1769, 3.9522], [1.0000, 1.8405, 4.2550], [-0.2509, 2.0679, 0.7601], [3.9495, 0.2138, 6.3096]],
  "forces_ev_per_a": [[-0.4, 0.3, -1.2], [-0.8, 0.1, 0.3], [0.8, 0.0, 0.1], [0.4, -0.1, 1.0], [0.1, 0.6, 0.3], [-0.2, 0.2, 0.5], [0.5, -0.7, 0.2], [-0.1, -0.4, -1.2], [0.0, 1.2, 0.2], [-0.6, 0.5, -0.3], [-0.9, -0.1, 0.3], [-0.2, -0.4, -0.2], [0.3, -0.3, 0.1], [0.3, -0.6, 0.4], [0.3, 0.1, -0.2], [-0.2, -0.2, 0.1], [0.3, 0.1, -0.3], [0.1, 0.2, 0.0], [0.2, 0.0, 0.0], [-0.5, 0.7, 0.5], [0.7, 0.9, 0.3], [0.1, -1.0, 0.0], [0.4, 0.1, -0.2], [-1.0, -0.1, -0.2], [0.4, 0.0, 0.9], [-0.7, -1.4, -0.2], [0.2, -0.1, -0.1], [0.3, 0.1, 0.2], [0.0, 0.0, -0.6], [0.2, 0.0, -0.1], [-0.2, 0.0, -0.2], [0.3, 0.2, -0.1], [-0.2, 0.5, -0.1], [-0.1, 0.1, 0.0], [0.0, 0.7, 0.6], [1.1, -0.6, -0.2], [-0.5, 0.2, 0.1], [0.1, 0.2, -0.7], [0.2, -0.8, 1.2], [-0.2, 0.0, -0.2], [-0.7, -1.0, 1.1], [0.0, 0.1, -0.2], [0.0, 0.3, -0.4], [-0.2, 0.4, -0.3], [-0.2, -0.2, 0.4], [0.4, 0.3, -0.1], [0.0, -0.4, -0.4], [0.0, 0.4, -0.8], [0.0, 0.5, 0.0], [1.2, 0.5, 0.5], [-0.5, 0.0, -1.1], [0.0, 0.6, 0.7], [-0.2, -0.4, 0.7], [0.3, -0.8, -1.1], [-1.6, -0.1, 0.4], [-0.1, -0.1, 0.2], [-0.1, -0.1, -0.4], [0.1, -0.1, -0.1], [0.1, 0.2, 0.2], [0.8, -0.1, 0.0], [-0.5, 0.3, -1.0], [0.0, -0.3, 1.2], [-0.3, 0.1, -1.2], [0.3, 0.2, 0.4], [0.1, -0.5, 0.1], [-0.2, 0.0, -0.2], [-0.3, 0.2, 0.0], [0.5, 0.6, 0.4], [-1.2, -1.2, 0.0], [0.3, -0.5, -0.8], [-0.4, 0.0, 0.3], [0.2, 0.4, 0.1], [0.2, 0.5, 0.0], [0.3, 0.1, 0.0], [0.1, -0.1, -0.1], [0.4, 0.0, 0.1], [0.3, -0.1, 0.1], [0.1, 0.1, 0.2]],
  "lowdin_charge": [-0.594, -0.071, -0.115, -0.045, -0.286, 0.599, -0.264, -0.267, -0.276, -0.060, -0.118, 0.105, 0.116, 0.078, 0.078, 0.075, 0.061, 0.069, 0.065, -0.272, 0.625, -0.314, -0.265, -0.293, -0.072, -0.095, 0.109, 0.117, 0.073, 0.075, 0.081, 0.039, 0.069, 0.050, -0.293, 0.612, -0.254, -0.255, -0.293, -0.068, -0.101, 0.108, 0.114, 0.072, 0.079, 0.071, 0.054, 0.048, 0.077, 0.072, -0.173, -0.101, -0.091, -0.064, -0.118, 0.100, 0.095, 0.100, 0.104, 0.086, -0.058, -0.436, -0.274, 0.076, 0.069, 0.120, 0.124, 0.033, -0.548, -0.285, 0.095, 0.098, 0.154, 0.170, 0.146, 0.138, 0.151, 0.171],
  "orbital_gap_ev": 7.56,
  "e_tot_ev": -104078.38640,
  "total_charge": -1,
  "e_lumo_ha": 0.0802,
  "relative_energy_ev": 1.198
}


(4)
{
  "formula": "C5H4",
  "method": "the ωB97M-V functional and the def2-TZVPD basis",
  "species": ["C", "C", "C", "C", "C", "H", "H", "H", "H"],
  "xyz": [[1.9096, 0.0010, -0.2480], [0.5682, 0.0479, -0.1053], [-0.5962, -0.6474, 0.0089], [-0.6538, 0.9335, 0.0981], [-1.8343, -0.0110, -0.1346], [2.4755, 0.8484, -0.1903], [2.5117, -0.9058, -0.0789], [-2.1873, -0.2529, -1.1450], [-2.3585, -0.1735, 0.7423]],
  "forces_ev_per_a": [[-1.4, -2.0, 0.7], [1.5, 0.6, -0.2], [1.8, 1.9, 0.7], [1.2, -3.6, -0.7], [0.2, -0.4, -1.5], [1.1, 2.3, -0.1], [-0.9, 0.2, -0.3], [-1.1, 0.9, 0.4], [-2.3, 0.1, 1.0]],
  "lowdin_charge": [-0.007, -0.319, 0.023, 0.179, -0.125, 0.004, 0.059, 0.111, 0.075],
  "smiles": "C=C1C2=C1C2",
  "orbital_gap_ev": [7.42, 7.42],
  "e_tot_ev": -5242.66242,
  "total_charge": 0,
  "e_lumo_ha": [-0.0122, -0.0122],
  "relative_energy_ev": 3.533
}


(5)
{
  "formula": "C6H12O",
  "method": "the ωB97M-V functional and the def2-TZVPD basis",
  "species": ["C", "C", "O", "C", "C", "C", "C", "H", "H", "H", "H", "H", "H", "H", "H", "H", "H", "H", "H"],
  "xyz": [[-0.0400, 2.9195, 0.0221], [-0.6024, 1.5784, 0.4224], [0.3411, 0.5876, 0.7627], [0.3266, -0.0491, -0.5020], [1.4924, -1.8080, -0.0766], [0.1195, -1.5840, -0.4868], [-1.0060, -2.0417, 0.4276], [0.7092, 2.7945, -0.7709], [0.4556, 3.4386, 0.8588], [-0.8384, 3.5697, -0.3581], [-0.7464, 0.6720, -0.8179], [-1.4824, 1.5755, 1.0869], [1.1173, 0.3115, -1.1718], [1.7809, -1.6898, 0.9662], [2.2910, -1.9070, -0.8105], [-0.0574, -1.8855, -1.5254], [-1.9753, -1.6660, 0.0757], [-1.0421, -3.1372, 0.4493], [-0.8435, -1.6791, 1.4483]],
  "forces_ev_per_a": [[0.0, -0.1, -0.1], [-0.2, 0.2, 0.2], [0.1, 0.0, -0.1], [-0.8, 0.1, -0.4], [0.8, -0.5, 0.3], [-0.2, 0.7, -0.2], [0.0, 0.0, 0.0], [-0.1, 0.1, 0.1], [-0.1, -0.2, -0.1], [0.2, -0.2, 0.1], [0.3, -0.1, 0.2], [0.3, 0.0, -0.3], [-0.1, -0.1, 0.1], [-0.1, 0.0, -0.2], [-0.3, 0.0, 0.2], [0.0, 0.0, 0.2], [0.2, -0.1, 0.1], [0.0, 0.2, 0.0], [0.0, -0.1, -0.2]],
  "lowdin_charge": [-0.087, -0.249, -0.148, -0.228, 0.035, -0.433, -0.062, 0.074, 0.080, 0.076, 0.182, 0.117, 0.125, 0.073, 0.063, 0.139, 0.081, 0.079, 0.082],
  "orbital_gap_ev": [7.82, 8.27],
  "e_tot_ev": -8458.66773,
  "total_charge": 0,
  "e_lumo_ha": [0.0235, 0.0291],
  "relative_energy_ev": 5.686
}